CH3IN2 | ωB97M-V with the def2-TZVPD basis set

Computed properties:
**SMILES**: C/N=N/I
**E_tot**: -12163.607 eV
**Net charge**: 0
**Relative energy (zero: lowest compared OMol25 entry of this formula, charge and spin)**: 1.066 eV

Each line ends with the Mulliken charge.
Atoms and positions in Å:
C1 -0.63132 0.18360 -0.66253  -0.54
N1 -0.34508 -0.39782 0.56332  -0.04
N2 0.90889 -0.07334 0.84931  -0.31
I1 2.07217 -0.86050 2.32828  0.11
H1 0.27697 0.87319 -0.89033  0.32
H2 -1.51342 0.84064 -0.67210  0.24
H3 -0.76820 -0.56577 -1.51595  0.23

---

CH3IN2O | ωB97M-V with the def2-TZVPD basis set

Computed properties:
**SMILES**: [H]/N=N/OCI
**E_tot**: -14211.013 eV
**Net charge**: 0
**Relative energy (zero: lowest compared OMol25 entry of this formula, charge and spin)**: 1.954 eV

Each line ends with the Mulliken charge.
Atoms and positions in Å:
H1 0.42222 1.01787 2.64109  0.28
N1 -0.26359 1.02778 1.88468  -0.49
N2 0.27145 0.28078 1.05589  0.14
O1 -0.68819 0.16192 -0.02585  -0.15
C1 -0.07352 -0.63215 -1.04608  -0.51
I1 -0.01529 0.55026 -2.81568  0.07
H2 -0.54363 -1.60077 -1.12390  0.30
H3 0.89055 -0.80569 -0.57015  0.36

---

CH3INP | ωB97M-V with the def2-TZVPD basis set

Computed properties:
**SMILES**: [H]/P=N/CI
**E_tot**: -19963.350 eV
**Net charge**: 0
**Relative energy (zero: lowest compared OMol25 entry of this formula, charge and spin)**: 0.792 eV

Each line ends with the Mulliken charge.
Atoms and positions in Å:
H1 -2.39695 -0.02089 0.08598  0.06
P1 -1.07512 -0.74159 0.20363  -0.04
N1 -0.22246 0.31974 -0.41884  -0.13
C1 1.08714 0.53476 -0.74159  -0.48
I1 2.45773 -1.04819 -0.92587  0.03
H2 1.02298 1.14721 -1.68676  0.30
H3 1.49752 1.15840 0.08310  0.27